161
Properties=species:S:1:pos:R:3:forces:R:3 method="wB97M-V/def2-TZVPD" orbital_gap_ev=7.9 total_charge=0 e_lumo_ha=-0.0008 smiles="CCOS(C)(=O)=O.CCOS(C)(=O)=O.CCOS(C)(=O)=O.CCOS(C)(=O)=O.CCOS(C)(=O)=O.CCOS(C)(=O)=O.CCOS(C)(=O)=O.Oc1ccc(O)cc1.Oc1ccc(O)cc1.Oc1ccc(O)cc1.Oc1ccc(O)cc1" molar_mass_g_mol=1309.575
C -3.112728 -6.173665 -1.566199 -1.2 -1.7 1.4
C -1.788796 -5.724827 -0.893822 -1.2 1.7 -2.0
O -1.385919 -6.493560 0.201975 0.3 -1.3 1.1
S -1.897681 -6.255527 1.688025 -2.6 -0.3 -0.6
C -0.862696 -4.998547 2.159540 0.2 0.7 2.5
O -3.250348 -5.702122 1.645314 1.6 -0.5 -0.1
O -1.667279 -7.437980 2.456800 0.3 0.3 -0.6
H -4.020772 -5.946511 -0.930662 1.2 -0.2 -0.2
H -3.160684 -7.310947 -1.714539 0.4 1.6 0.1
H -3.390828 -5.692758 -2.493213 0.8 0.2 -0.4
H -0.951428 -5.749011 -1.580816 0.1 -0.7 -0.4
H -1.831408 -4.633377 -0.724640 -0.3 -0.4 0.8
H -0.851852 -4.251748 1.444735 -0.4 1.6 -1.7
H 0.177161 -5.231025 2.324008 0.1 -0.7 0.4
H -1.384854 -4.574964 3.045180 0.8 -0.2 -0.3
C -0.942930 -2.223488 -6.463436 0.2 -1.1 0.6
C 0.110983 -1.985148 -5.372596 -0.7 0.8 0.0
O -0.491664 -1.724952 -4.039533 0.0 -1.5 -0.3
S -0.629471 -3.022096 -3.078194 0.5 1.5 -1.1
C 0.964486 -3.079037 -2.354950 0.4 0.0 1.0
O -1.638243 -2.707070 -2.142036 -0.6 0.8 1.2
O -0.842622 -4.187994 -3.856844 0.3 -0.8 -0.8
H -0.511088 -2.085876 -7.438783 0.5 0.0 -0.4
H -1.812970 -1.596127 -6.452712 -0.3 0.5 0.5
H -1.274827 -3.278373 -6.391935 0.0 0.6 -0.1
H 0.755822 -2.860809 -5.362689 0.2 0.1 0.4
H 0.698236 -1.073249 -5.505710 0.0 -0.2 -0.3
H 1.727437 -3.306696 -3.100424 -0.3 -0.4 0.0
H 0.858448 -3.836147 -1.563693 0.3 -0.1 -0.5
H 1.304154 -2.172799 -1.836796 -0.7 0.1 -0.4
C -3.466236 -1.792695 3.140334 0.0 0.9 -0.7
C -3.872784 -1.138392 1.833104 0.6 -1.2 -1.5
O -3.627137 0.245162 1.914495 -1.9 2.8 -0.3
S -4.821890 1.156170 1.223105 2.1 0.7 -0.2
C -4.505335 2.645277 2.224876 -0.8 -1.9 0.2
O -4.556241 1.289530 -0.189365 0.6 0.4 0.7
O -6.108347 0.656438 1.526745 -1.1 -0.6 0.9
H -2.416724 -1.454895 3.361151 -0.9 -0.6 -0.2
H -3.502597 -2.845839 2.809660 0.0 0.0 1.3
H -4.129431 -1.400979 3.940253 0.3 -1.0 -0.2
H -3.073988 -1.427832 1.106267 -1.2 -0.6 0.1
H -4.945661 -1.318524 1.442517 1.8 -0.1 0.8
H -4.386709 2.197438 3.242320 0.1 0.8 -0.8
H -5.407239 3.236767 2.166596 -0.2 0.2 0.0
H -3.662620 3.173273 1.846197 0.8 0.3 -0.1
C -7.132019 2.347751 -1.615571 -0.4 0.2 -0.6
C -6.526900 1.342540 -2.567130 -0.9 -1.5 0.0
O -5.555540 2.038734 -3.357992 0.5 0.0 -0.7
S -5.231445 1.530970 -4.847271 0.6 0.9 -0.1
C -4.543637 -0.025853 -4.507967 1.4 0.5 -0.2
O -6.405075 1.340051 -5.644255 -0.2 0.1 0.5
O -4.202994 2.415406 -5.341321 -0.7 -0.5 0.7
H -7.512492 1.873575 -0.697432 0.0 0.2 -0.5
H -7.917030 2.815187 -2.227017 -0.1 0.3 0.8
H -6.384770 3.107675 -1.354456 -0.2 -0.3 0.0
H -6.132729 0.476276 -1.999416 0.6 0.6 -0.5
H -7.282690 0.901230 -3.266620 0.4 0.5 0.6
H -5.213266 -0.601445 -3.919436 -0.5 -0.5 0.7
H -3.546451 0.152543 -4.048309 -0.8 -0.4 -0.2
H -4.467467 -0.471805 -5.481462 0.3 -0.4 -0.4
C -3.897970 4.736537 -2.111672 -0.1 -0.5 0.8
C -2.587621 4.420293 -1.417683 -0.5 0.3 -2.5
O -2.443448 5.102649 -0.190951 -0.8 0.5 0.5
S -1.213424 4.705662 0.678415 1.0 1.5 -0.6
C 0.114802 5.676367 -0.061543 -0.7 -0.8 2.8
O -1.455012 5.251532 1.974585 -0.2 -0.1 0.3
O -0.998352 3.318130 0.477257 0.4 -1.2 0.4
H -4.085139 5.826411 -2.039634 -0.1 -0.6 -0.7
H -4.634681 4.199931 -1.487739 -0.2 0.4 -0.7
H -3.818820 4.256782 -3.142756 -0.5 1.0 1.3
H -2.561977 3.365115 -1.311871 0.4 -0.9 0.5
H -1.845704 4.720045 -2.145910 0.9 0.1 0.3
H -0.205930 6.676490 0.007129 -0.5 1.3 -0.3
H 0.390425 5.365187 -1.006718 0.3 -0.6 -1.9
H 0.919094 5.579886 0.660438 0.3 -0.3 -0.1
C -1.588802 2.002734 5.109591 0.8 -1.3 -1.0
C -0.916410 3.128398 4.379724 -0.6 1.3 -0.4
O 0.444132 3.208375 4.880713 0.0 0.2 0.0
S 1.508670 4.086860 4.129400 1.0 0.8 1.0
C 1.066033 5.750634 4.712466 -0.7 -1.1 0.1
O 2.754891 3.684850 4.739293 -0.4 0.1 -0.3
O 1.400375 4.004155 2.702399 -0.3 0.0 0.0
H -2.466389 1.582783 4.640237 -0.2 0.2 -0.9
H -1.972859 2.247954 6.062030 0.3 0.3 1.4
H -0.853334 1.162978 5.084825 -0.5 0.5 0.6
H -0.834446 2.969131 3.309240 -0.2 -0.2 -0.1
H -1.385952 4.140821 4.518266 0.2 -1.0 0.0
H 1.146859 5.698321 5.837474 -0.3 0.2 -1.3
H 0.031002 5.860813 4.293211 0.8 0.2 0.7
H 1.712373 6.515852 4.283542 0.1 -0.3 0.0
C -1.654107 0.803434 -2.067982 0.8 -0.6 0.5
C -1.440234 0.219844 -0.635055 -0.8 -0.8 -2.2
O -0.060626 -0.294490 -0.582179 -0.9 0.5 -0.2
S 0.596095 -0.744975 0.754572 1.4 0.8 -0.8
C 0.840178 0.718884 1.726257 1.3 -0.1 -0.4
O -0.231447 -1.645582 1.466111 -0.9 -0.9 0.6
O 1.891568 -1.214257 0.280785 -0.3 0.0 0.6
H -0.880503 1.551965 -2.233564 -0.1 0.4 0.1
H -2.650172 1.234661 -2.144067 0.0 0.1 0.1
H -1.507615 0.094071 -2.894960 -0.2 -0.2 0.6
H -1.609281 1.011337 0.041218 0.3 0.9 1.1
H -2.190471 -0.561739 -0.417475 0.8 0.0 -0.2
H 0.949633 0.351235 2.761322 -0.1 0.4 -0.4
H 0.046194 1.445806 1.586964 -0.2 -0.1 0.1
H 1.805421 1.159752 1.350218 -0.9 -0.3 0.5
O 4.499944 -2.699956 0.656423 -1.0 1.2 0.3
C 4.214404 -3.924859 0.139736 -0.6 -1.1 -0.4
C 5.244494 -4.637144 -0.397759 1.0 -1.8 -0.5
C 4.976151 -5.987938 -0.786590 -0.1 2.1 0.3
C 3.708602 -6.534515 -0.648620 0.8 0.0 -0.2
O 3.541083 -7.837708 -0.901692 -0.9 -1.5 -0.4
C 2.606937 -5.777175 -0.234220 1.9 0.3 0.0
C 2.924118 -4.506411 0.142998 -0.4 2.9 0.7
H 3.664376 -2.210010 0.844562 0.5 -0.4 -0.2
H 6.280197 -4.231185 -0.466008 -1.0 -0.3 0.0
H 5.761627 -6.535004 -1.274706 0.2 -0.4 0.1
H 4.294136 -8.254036 -1.335824 0.0 0.3 0.1
H 1.610532 -6.123733 -0.145686 -0.7 -0.6 -0.1
H 2.144283 -3.759631 0.399999 0.2 -0.8 0.2
O 1.280175 4.672975 -3.784007 -0.1 0.4 0.4
C 1.854607 3.475978 -3.457749 -0.6 0.6 2.6
C 2.185551 2.517274 -4.365217 -0.5 0.7 -0.7
C 2.570919 1.289363 -3.919615 0.9 -2.8 -3.2
C 2.822252 1.001267 -2.610248 0.3 -1.3 0.1
O 3.326714 -0.240003 -2.275235 -0.2 0.1 0.1
C 2.570974 1.986661 -1.706590 -0.1 1.0 1.3
C 1.998424 3.197151 -2.064854 0.2 0.4 -0.6
H 1.524145 4.945802 -4.663731 0.1 0.0 -0.5
H 2.055262 2.723653 -5.425559 0.0 -0.2 0.1
H 2.720371 0.507863 -4.768605 0.0 1.1 1.9
H 3.195761 -0.460414 -1.331819 -0.1 0.5 -0.5
H 2.909245 1.878945 -0.688175 -0.2 -0.3 0.4
H 1.745818 3.892246 -1.229312 0.3 -0.4 -1.2
O 4.614527 4.312957 1.299234 -1.2 -0.4 1.9
C 4.991711 3.047480 0.923796 -0.7 -0.3 0.4
C 4.605953 1.880822 1.591187 0.0 0.8 2.1
C 5.065044 0.643112 1.175188 -0.2 -0.1 -0.7
C 5.815243 0.607552 0.010808 0.7 -0.8 -1.4
O 6.373072 -0.574240 -0.441715 -2.1 -1.4 0.3
C 6.093905 1.751934 -0.753663 1.1 0.5 0.5
C 5.749825 2.960777 -0.217238 -0.1 2.1 -0.5
H 4.027380 4.220370 2.112221 1.1 0.2 -1.5
H 4.194507 1.949877 2.640941 -0.1 0.1 -1.4
H 4.802278 -0.295347 1.688438 0.4 0.6 -0.1
H 5.654436 -1.285918 -0.308486 1.8 1.2 -0.1
H 6.757606 1.878610 -1.625234 -0.5 -1.2 0.4
H 6.038948 3.958274 -0.661157 -0.3 -1.4 0.2
O 5.835431 -2.707217 3.622533 -0.7 0.7 0.7
C 4.796910 -1.897573 4.053097 -0.6 -1.2 -0.4
C 3.447695 -2.291827 4.054276 0.9 -0.3 -1.2
C 2.461838 -1.360185 4.292481 -0.9 -0.5 0.7
C 2.799951 -0.078232 4.745093 -1.7 -1.2 -0.2
O 1.802500 0.768066 5.120257 -0.4 -0.4 -0.2
C 4.106650 0.224646 4.868914 -0.2 0.7 0.4
C 5.062250 -0.645572 4.487100 1.9 -0.2 0.1
H 5.414735 -3.291679 3.002860 0.1 -0.7 -0.7
H 3.190836 -3.295170 3.706386 0.0 0.2 0.2
H 1.428236 -1.751599 4.285829 0.5 0.7 -0.1
H 2.189642 1.609514 5.355453 0.1 0.6 0.1
H 4.380662 1.123545 5.333334 0.4 1.4 0.4
H 6.081910 -0.355361 4.566291 0.8 0.2 0.0